This record from the OMol25 dataset describes a structure of composition C22H54Cl2HoP2Si. The level of theory is wB97M-V/def2-TZVPD.

XYZ file:
```
82
Properties=species:S:1:pos:R:3:forces:R:3:lowdin_spin:R:1
Ho -1.803457 -0.665965 -0.056677 1.440 1.059 0.711 4.037
Cl -2.709212 -0.108895 2.214838 -0.140 -0.089 0.393 -0.008
Cl -0.508352 0.184166 -2.034615 0.228 -0.256 -0.350 -0.008
P -0.967901 -3.254343 -0.613302 -0.423 0.254 0.045 -0.005
P 0.128998 3.839645 -1.201557 -0.887 -2.761 0.348 0.000
Si 2.240867 -0.697618 2.718264 -1.791 0.333 -1.401 0.000
C -0.824043 4.718427 -2.508850 0.340 0.314 0.157 0.000
C 1.223737 -0.853084 4.291744 0.182 -0.039 0.525 0.000
C 3.569529 -2.032843 2.657615 0.343 -0.216 0.024 0.000
C 0.464858 4.000432 1.600929 -0.103 -0.027 0.019 0.000
C 3.118924 0.972178 2.819612 0.466 0.045 0.378 0.000
C -0.394957 4.518448 0.439692 0.427 0.831 -0.347 0.000
C -3.669230 -2.707440 -0.912213 -0.123 0.194 0.142 0.000
C 0.320803 -4.206044 1.587499 0.229 0.029 0.148 0.000
C -2.069683 3.868097 -2.829628 -0.033 0.247 -0.275 0.000
C -2.511584 -3.444330 -1.625509 0.166 -0.774 0.152 0.001
C 1.589004 -3.135668 -1.653425 0.182 0.012 0.031 0.000
C -1.026121 -4.382099 0.864561 0.131 -0.517 -0.474 0.000
C 2.644203 2.773547 -0.765504 -0.013 0.192 -0.044 0.000
C -1.886936 4.218681 0.693438 0.107 0.024 0.065 0.000
C -1.165173 6.174255 -2.188691 -0.239 0.082 -0.381 0.000
C 0.281701 -3.927754 -1.776006 0.327 -0.060 -0.050 -0.001
C -2.821745 -4.912167 -1.954356 -0.543 -0.045 -0.151 0.000
C -2.203440 -4.137750 1.813144 -0.087 0.123 0.092 0.000
C 1.000189 -0.792874 1.333888 -0.259 -0.226 -0.030 -0.002
C 2.580256 5.263667 -1.359769 0.603 0.073 -0.073 0.000
C 0.480035 -5.440174 -1.639532 0.247 -0.255 -0.117 0.000
C 1.936908 3.895751 -1.551877 -0.215 0.679 0.028 0.000
H -3.302309 0.335715 -0.779783 -0.542 0.077 -0.308 -0.010
H -3.821011 -4.992358 -2.410600 0.197 -0.035 0.090 0.000
H -2.824524 -5.524051 -1.039639 -0.013 0.076 -0.282 0.000
H 1.326046 -0.902828 0.288298 0.116 0.303 0.258 0.000
H 3.808431 1.113090 1.978317 -0.105 -0.012 0.062 0.000
H 2.099562 1.826705 -0.859746 0.088 0.187 0.093 0.000
H 1.944318 3.644056 -2.631533 0.066 -0.002 0.411 0.000
H 0.548762 2.899967 1.618814 -0.050 0.366 -0.121 0.000
H -0.160418 4.688874 -3.392509 -0.175 0.033 0.236 0.000
H 4.125812 -2.105915 3.606295 -0.135 0.067 -0.207 0.000
H -1.105844 -5.403903 0.462903 0.002 0.088 0.247 0.000
H -2.260011 -2.939135 -2.572618 -0.152 0.061 0.346 0.000
H -2.109947 4.495587 1.735540 -0.032 -0.101 -0.240 0.000
H -1.820582 2.801042 -2.851798 -0.099 0.231 0.070 0.000
H 2.404276 5.659560 -0.350557 0.000 -0.081 -0.191 0.000
H -0.142366 -3.730640 -2.774416 0.054 0.023 0.263 0.000
H 1.990862 -3.186084 -0.633112 -0.074 0.030 -0.204 0.000
H -1.770747 6.255964 -1.275640 0.196 0.000 -0.233 0.000
H 0.920633 -5.714165 -0.670603 -0.092 0.099 -0.322 0.000
H 1.470239 4.438057 1.590462 -0.127 -0.179 -0.045 0.000
H 3.138253 -3.022625 2.453823 0.028 0.196 0.024 0.000
H 1.817482 -0.565093 5.175347 -0.232 -0.084 -0.070 0.000
H 3.665551 5.175893 -1.493797 0.029 0.143 0.063 0.000
H 2.233229 6.000286 -2.095394 -0.110 -0.134 0.185 0.000
H 2.342972 -3.537385 -2.339996 -0.060 -0.016 0.043 0.000
H 1.153976 -4.699514 1.065656 -0.272 0.102 0.105 0.000
H -2.135612 3.150642 0.563510 0.161 0.392 -0.012 0.000
H 0.874554 -1.887410 4.431131 0.045 0.249 -0.036 0.000
H 3.703921 1.021337 3.749245 0.070 0.149 -0.078 0.000
H 2.414773 1.812990 2.825862 0.014 -0.217 -0.036 0.000
H 1.433112 -2.077480 -1.897709 -0.036 -0.224 0.116 0.000
H 3.667319 2.629052 -1.138618 -0.138 0.071 0.010 0.000
H -2.129152 -4.823068 2.668252 0.088 0.107 -0.159 0.000
H -0.272338 6.799940 -2.077826 -0.096 -0.134 0.059 0.000
H 0.575678 -3.134050 1.677838 -0.121 -0.131 0.005 0.000
H 1.162465 -5.791224 -2.427338 -0.081 0.073 0.177 0.000
H 0.272677 -4.621711 2.601812 -0.074 -0.055 -0.152 0.000
H 4.303596 -1.815610 1.866393 -0.181 -0.064 0.144 0.000
H 2.722668 3.026992 0.302280 -0.073 -0.126 -0.307 0.000
H -3.504886 -2.485928 0.179489 -0.067 -0.301 -0.739 0.000
H -2.877499 4.028404 -2.100277 0.288 -0.107 -0.121 0.000
H -0.458034 -5.995613 -1.753042 0.282 0.107 0.092 0.000
H -2.548016 4.818833 0.052462 0.175 -0.284 0.099 0.000
H -2.452304 4.157983 -3.818132 -0.082 -0.024 0.130 0.000
H 0.219205 0.001570 1.436159 0.540 -0.002 0.017 0.000
H -4.565652 -3.334281 -0.917908 -0.019 0.207 0.000 0.000
H -3.180542 -4.321155 1.349537 0.204 0.047 -0.002 0.000
H -1.759127 6.585755 -3.013353 -0.019 0.136 0.100 0.000
H -0.018797 4.315326 2.534765 0.154 -0.108 -0.053 0.000
H -3.915819 -1.744561 -1.404961 0.051 -0.384 0.247 0.000
H 0.336742 -0.202631 4.235036 0.256 -0.186 -0.035 0.000
H -0.254727 5.606297 0.357457 -0.192 0.048 0.496 0.000
H -2.197471 -3.118375 2.224123 0.015 -0.122 -0.112 0.000
H -2.107570 -5.341398 -2.673589 -0.231 0.217 0.312 0.000
```
Forces are in eV/Å.

The calculation puts the relative energy (zero: lowest compared OMol25 entry of this formula, charge and spin) at 0.0 kJ/mol. Its total charge is -1. As for the frontier orbital gap (spin up / spin down): 5.37 / 5.38 eV. Its LUMO energy (spin up / spin down) is 2.48 / 2.48 eV. Its spin multiplicity is 5.

***

This record from the OMol25 dataset describes a structure of composition C22H54N10O29S3. The level of theory is wB97M-V/def2-TZVPD.

XYZ file:
```
118
Properties=species:S:1:pos:R:3:forces:R:3:lowdin_charge:R:1
S -20.725086 -16.758180 -6.077709 -0.168 0.430 -0.678 0.580
S -31.307065 -14.163565 0.841990 0.043 -0.164 -0.910 0.578
S -25.531874 -20.631384 -8.247021 0.486 -0.526 -1.607 0.527
O -29.054014 -18.135913 -0.718883 -0.487 -0.377 0.697 0.045
O -26.518190 -13.988553 -2.256125 0.226 0.002 0.690 0.033
O -21.218693 -15.438693 -5.893334 -0.529 0.148 0.333 -0.241
O -19.323621 -16.913693 -6.049110 0.428 -0.648 0.090 -0.199
O -26.928929 -20.355759 -8.898701 -0.312 0.193 0.120 -0.186
O -29.834490 -22.964417 -4.995624 -0.010 -0.108 0.090 0.078
O -24.677879 -19.903120 -9.383613 -0.095 0.467 0.412 -0.200
O -25.880765 -18.372249 -1.696484 0.147 -0.021 -0.270 0.039
O -22.162178 -16.876080 -2.219353 0.213 -0.299 0.150 0.103
O -21.424654 -17.818733 -5.141849 0.013 -0.169 0.372 -0.177
O -24.417656 -15.556420 -6.978052 0.179 0.349 -0.181 0.039
O -25.405722 -19.976042 -7.019335 0.036 1.180 1.166 -0.202
O -32.461382 -15.150301 0.326641 0.036 -0.332 0.006 -0.188
O -29.386331 -19.812231 0.615247 0.142 0.090 -0.120 0.093
O -28.503283 -12.854401 -8.215539 -0.684 -0.676 0.089 0.041
O -30.445222 -14.097317 -0.494661 -0.866 0.403 -0.194 -0.203
O -30.545873 -14.832279 1.827291 0.156 -0.338 0.569 -0.221
O -29.252912 -16.651302 -3.359417 0.432 0.058 -0.333 -0.007
O -23.112370 -15.076280 -1.493472 0.056 -0.488 -0.308 0.042
O -25.649639 -18.296166 0.440138 -0.012 0.047 -0.015 0.081
O -28.605470 -13.614505 -2.491611 -0.300 0.006 0.406 0.066
O -30.096692 -21.320961 -6.360458 0.015 0.035 -0.038 0.055
O -27.630793 -17.147804 -9.223076 0.794 -0.471 0.249 -0.012
O -27.638630 -10.977366 -8.759005 -0.030 0.447 0.013 0.080
O -25.218701 -22.004313 -8.320406 -0.044 -1.090 -0.015 -0.200
O -25.340335 -12.234825 -4.375256 -0.232 0.346 -0.090 -0.017
O -23.474542 -14.116282 -8.272876 0.516 0.628 -0.028 0.099
O -31.886970 -12.904517 1.095542 -0.101 0.675 0.252 -0.209
O -21.366207 -17.300059 -7.431987 0.508 0.279 -0.299 -0.187
N -22.916228 -15.947097 -2.340035 0.003 1.033 0.598 -0.417
N -24.304962 -14.945700 -8.032639 -0.297 -0.864 0.103 -0.428
N -23.074102 -12.388894 -4.351840 -0.033 0.412 -0.155 -0.168
N -29.701866 -18.751239 0.125461 0.476 -0.010 -0.647 -0.413
N -27.450793 -16.543096 -4.790796 0.224 -0.754 0.105 -0.157
N -25.986134 -17.819738 -0.620411 -0.398 0.064 0.825 -0.441
N -29.779506 -16.455916 -8.985089 -0.491 0.070 -0.115 -0.171
N -29.424251 -22.016986 -5.624986 0.002 0.092 -0.080 -0.450
N -27.686938 -11.975866 -8.083631 1.126 0.045 -0.138 -0.449
N -27.505250 -13.298773 -2.098468 0.260 0.409 -1.690 -0.380
C -22.527267 -18.446774 -5.813567 -0.442 -0.180 -0.397 -0.149
C -26.585217 -12.226546 -7.079016 -1.191 0.087 -0.117 0.053
C -21.916626 -12.864823 -3.690534 1.710 -0.035 1.632 -0.078
C -22.881773 -12.018087 -5.728301 -1.196 -0.523 -1.156 -0.027
C -28.289590 -17.147101 -3.929306 -0.412 -0.298 0.148 -0.330
C -30.944737 -15.068117 -1.453976 0.357 -0.704 0.479 -0.169
C -30.987443 -18.171388 0.554297 -0.286 0.351 0.399 0.055
C -32.389232 -15.322300 -1.084514 0.090 -0.005 -1.020 -0.173
C -26.554589 -17.362941 -5.611836 0.087 1.316 0.268 -0.038
C -29.803309 -16.493760 -7.523694 0.071 0.382 -0.676 -0.010
C -24.285855 -12.364023 -3.770988 -0.170 -0.099 -0.211 -0.323
C -22.079240 -18.526744 -7.262624 -0.245 0.278 0.044 -0.141
C -28.690158 -16.787786 -9.689802 -0.607 0.506 -0.161 -0.334
C -30.987000 -15.996991 -9.641057 -0.969 0.316 -0.046 -0.061
C -23.618565 -15.805794 -3.607978 -1.347 -0.141 -1.305 0.028
C -25.351732 -20.018025 -10.643714 0.144 -0.659 -0.357 -0.135
C -26.553523 -16.443725 -0.650792 -0.059 0.156 -1.507 0.029
C -27.984537 -21.682748 -5.517642 0.411 0.786 -0.348 0.050
C -26.794681 -20.460620 -10.329534 -0.636 0.082 -0.076 -0.132
C -25.291356 -15.279861 -9.084664 -0.306 -0.242 -0.249 0.051
C -27.600592 -15.165460 -5.158406 -0.498 0.228 -0.282 -0.055
C -27.325327 -11.902196 -1.629344 -0.019 0.459 0.305 0.067
H -28.514369 -14.790735 -4.700882 0.155 0.100 0.225 0.084
H -27.023739 -21.482773 -10.633338 0.367 -0.053 0.110 0.132
H -25.762011 -15.851861 -1.099709 0.110 0.208 0.294 0.066
H -21.437864 -19.374154 -7.498105 0.048 -0.019 0.084 0.139
H -30.834109 -17.116847 0.771854 0.035 -0.105 0.004 0.072
H -26.036645 -13.066661 -7.485627 0.254 0.093 0.139 0.070
H -22.748240 -19.415954 -5.377689 0.290 0.035 0.235 0.145
H -26.932951 -16.008228 0.260902 0.323 -0.532 0.516 0.105
H -27.105892 -12.517642 -6.173166 0.273 -0.023 0.128 0.081
H -27.543521 -22.168226 -4.660682 -0.016 -0.224 -0.011 0.103
H -27.875941 -20.599843 -5.469173 -0.299 -0.024 0.290 0.085
H -21.090438 -12.141710 -3.624690 -0.304 0.245 -0.443 0.100
H -27.367865 -11.885705 -0.543337 -0.004 -0.081 0.006 0.107
H -26.232335 -14.815728 -8.793614 -0.026 -0.093 -0.012 0.085
H -29.891451 -15.464949 -7.166746 -0.037 -0.083 0.152 0.092
H -23.419697 -17.822118 -5.753687 0.100 0.082 0.097 0.094
H -28.860506 -16.910134 -7.193721 -0.113 -0.199 0.188 0.057
H -21.470166 -13.748941 -4.151402 -0.308 -0.029 -0.202 0.071
H -25.428876 -16.355857 -9.111417 -0.052 0.044 0.208 0.080
H -31.308140 -18.710795 1.435734 -0.017 -0.010 0.056 0.104
H -26.384278 -11.504522 -1.991857 0.184 -0.387 0.024 0.078
H -26.959034 -17.327814 -6.626635 0.244 -0.709 -0.105 0.072
H -25.580154 -16.874032 -5.667801 -0.111 -0.064 0.086 0.045
H -22.091746 -13.092883 -2.635669 -0.440 -0.148 -0.178 0.084
H -24.287492 -12.461891 -2.678834 0.312 -0.317 0.086 0.133
H -31.481232 -15.217550 -9.049634 0.379 -0.018 0.088 0.092
H -27.571437 -19.835498 -10.764116 0.204 0.273 0.134 0.127
H -27.752994 -15.078970 -6.241899 0.331 0.028 0.036 0.072
H -31.766487 -16.763195 -9.764426 0.419 -0.198 0.101 0.092
H -32.637526 -16.328478 -1.430063 -0.118 -0.139 0.687 0.129
H -28.829932 -16.655071 -10.773422 -0.095 -0.067 -0.083 0.140
H -25.251475 -19.072622 -11.164255 -0.212 0.166 0.140 0.129
H -23.057221 -15.245873 -4.352747 0.471 -0.112 0.278 0.074
H -22.386005 -11.061374 -5.884386 0.358 -0.072 0.343 0.100
H -24.866175 -20.798112 -11.232403 0.100 0.102 0.045 0.131
H -22.921667 -18.461535 -7.944522 -0.050 -0.284 -0.033 0.116
H -28.118453 -11.300002 -2.054467 -0.256 -0.178 0.103 0.102
H -23.863946 -11.930205 -6.202215 0.069 0.093 0.210 0.065
H -33.081155 -14.669509 -1.624140 0.049 0.338 0.454 0.133
H -28.010858 -18.206883 -3.789024 -0.109 0.060 0.121 0.134
H -26.396541 -18.339919 -5.173842 -0.353 -0.258 -0.172 0.078
H -26.021609 -11.317999 -6.953981 0.207 0.047 -0.036 0.091
H -31.719422 -18.289170 -0.238690 0.141 -0.065 -0.184 0.105
H -27.341064 -16.478517 -1.400884 -0.063 -0.008 0.126 0.063
H -30.663612 -17.070281 -7.194581 0.076 -0.159 0.175 0.102
H -30.319707 -15.940936 -1.275590 -0.131 -0.199 -0.423 0.094
H -23.827086 -16.794430 -3.999019 0.219 -0.136 0.114 0.080
H -30.871486 -14.774054 -2.492374 0.471 0.492 0.112 0.120
H -24.962363 -14.915904 -10.049452 0.194 0.239 0.082 0.104
H -26.738803 -14.582429 -4.834084 0.002 0.145 -0.082 0.073
H -22.411333 -12.832458 -6.284185 0.389 0.191 0.168 0.080
H -24.578279 -15.300082 -3.512489 0.104 0.102 0.582 0.088
H -27.505511 -21.925640 -6.464046 -0.098 -0.545 0.100 0.082
H -30.827929 -15.547309 -10.622038 0.418 -0.177 0.047 0.087
```
Forces are in eV/Å.

As for the frontier orbital gap: 9.13 eV. Its LUMO energy is -0.25 eV. Its spin multiplicity is 1.

***

It is found that the max |F| values, taken in the order of the records, are 0.0568, 0.0460 Eh/bohr.